Entry 1:
Formula: H3NO4S
Source: the OMol25 dataset
Level of theory: ωB97M-V with the def2-TZVPD basis set

Values from the calculation:
E_tot = -755.45407 Eh
orbital gap (spin up / spin down) = 6.81 / 9.44 eV
LUMO level (spin up / spin down) = -1.46 / -0.93 eV
highest occupied orbital energy (spin up / spin down) = -0.3039 / -0.3812 hartree

Atoms and positions in Å:
N: 0.31635 -0.35336 -1.02158
O: -2.13051 -0.81292 -0.80195
O: -0.10644 0.75310 -1.73516
O: 1.14686 0.33159 1.46047
O: -0.21657 0.28201 1.69467
S: -0.87567 -1.24123 -0.26528
H: 1.08551 -0.11618 -0.37804
H: -0.74987 1.25111 -1.19787
H: 1.53035 -0.09412 2.24476

Entry 2:
Formula: H3NOP
Source: the OMol25 dataset
Level of theory: ωB97M-V with the def2-TZVPD basis set

Values from the calculation:
E_tot = -472.99563 Eh
total charge = -1
orbital gap (spin up / spin down) = 6.67 / 6.67 eV
LUMO level (spin up / spin down) = 5.16 / 5.16 eV
highest occupied orbital energy (spin up / spin down) = -0.0556 / -0.0556 hartree

Atoms and positions in Å:
N: -0.44879 0.19610 0.77575
O: -0.09612 0.53685 1.92964
P: 0.75709 -0.29504 -0.49829
H: -1.04679 -1.15766 0.46146
H: 1.12624 0.94771 -1.03966
H: -0.29163 -0.22797 -1.62890

Entry 3:
Formula: H3NOPS
Source: the OMol25 dataset
Level of theory: ωB97M-V with the def2-TZVPD basis set

Values from the calculation:
E_tot = -871.27322 Eh
total charge = -1
orbital gap = 4.77 eV
LUMO level = 2.23 eV
highest occupied orbital energy = -0.0933 hartree

Atoms and positions in Å:
N: 0.03799 -1.97331 -2.11201
O: -0.77571 -2.84428 -1.75145
P: 0.23807 1.13563 0.89203
S: 1.12047 1.44317 2.65412
H: 0.35941 -1.39064 -1.29508
H: -1.13164 1.18138 1.21856
H: 0.15140 2.44805 0.39383

Entry 4:
Formula: H3NOS2
Source: the OMol25 dataset
Level of theory: ωB97M-V with the def2-TZVPD basis set

Values from the calculation:
E_tot = -927.90405 Eh
orbital gap (spin up / spin down) = 7.15 / 8.20 eV
LUMO level (spin up / spin down) = -1.96 / -1.36 eV
highest occupied orbital energy (spin up / spin down) = -0.3348 / -0.3512 hartree

Atoms and positions in Å:
N: 0.25602 -0.85544 0.96480
O: 1.32647 -0.20206 0.82454
S: -0.59840 -1.68491 -0.25240
S: 2.54498 -0.25697 -0.28300
H: -0.52087 0.68858 0.23627
H: -1.79107 -1.37055 0.38659
H: -0.53387 1.08357 -0.73964

Entry 5:
Formula: H3NOS2
Source: the OMol25 dataset
Level of theory: ωB97M-V with the def2-TZVPD basis set

Values from the calculation:
E_tot = -928.05775 Eh
orbital gap = 8.25 eV
LUMO level = -2.15 eV
highest occupied orbital energy = -0.3825 hartree

Atoms and positions in Å:
N: -0.53881 -0.89054 -0.34941
O: 2.53146 -0.10054 0.95443
S: 2.65107 -1.21272 -1.70624
S: 2.35394 0.19260 -0.45529
H: 0.38894 -0.71138 0.16048
H: -0.24772 -1.45978 -1.12850
H: -0.61481 0.48165 -0.86298

Entry 6:
Formula: H3NOSi
Source: the OMol25 dataset
Level of theory: ωB97M-V with the def2-TZVPD basis set

Values from the calculation:
E_tot = -421.10155 Eh
orbital gap (spin up / spin down) = 7.11 / 7.98 eV
LUMO level (spin up / spin down) = -0.12 / -0.49 eV
highest occupied orbital energy (spin up / spin down) = -0.2658 / -0.3112 hartree

Atoms and positions in Å:
N: -0.95640 -0.56311 1.46400
O: -1.60953 0.43564 1.53334
Si: 0.63807 -0.07160 -0.56230
H: 1.62131 0.99457 -0.45165
H: 0.74857 -1.55996 -0.68941
H: -0.44203 0.76446 -1.29399

Entry 7:
Formula: H3NS2
Source: the OMol25 dataset
Level of theory: ωB97M-V with the def2-TZVPD basis set

Values from the calculation:
E_tot = -852.90057 Eh
orbital gap = 9.68 eV
LUMO level = 0.65 eV
highest occupied orbital energy = -0.3320 hartree

Atoms and positions in Å:
N: 1.01949 0.12360 0.38245
S: -0.46655 0.94704 -0.13357
S: -1.93609 -0.43833 0.02932
H: 1.54398 0.14144 -0.45448
H: 1.32641 0.56628 1.23013
H: -1.48725 -1.34004 -1.05385

Entry 8:
Formula: H3O2PS
Source: the OMol25 dataset
Level of theory: ωB97M-V with the def2-TZVPD basis set

Values from the calculation:
E_tot = -891.82579 Eh
orbital gap = 8.77 eV
LUMO level = -1.24 eV
highest occupied orbital energy = -0.3679 hartree

Atoms and positions in Å:
O: -1.72029 0.01051 0.20120
P: -1.37350 0.42550 -1.20103
S: -0.04816 -1.16503 -1.89100
H: 0.55734 -1.13007 -0.66865
O: 1.07223 0.51690 0.88751
H: 0.18349 0.89631 0.84809
H: 1.32889 0.44588 1.82388

Entry 9:
Formula: H3O2SSi
Source: the OMol25 dataset
Level of theory: ωB97M-V with the def2-TZVPD basis set

Values from the calculation:
E_tot = -839.92449 Eh
total charge = -1
orbital gap = 6.57 eV
LUMO level = 3.47 eV
highest occupied orbital energy = -0.1138 hartree

Atoms and positions in Å:
O: 0.61773 1.20431 -0.13891
O: 1.27351 -1.15844 -0.04655
Si: -0.32285 -0.16130 -0.06352
S: 2.18152 0.24070 0.04409
H: -2.24635 1.03861 0.27149
H: -0.93549 -0.59567 -1.34272
H: -0.56808 -0.56821 1.27612

Entry 10:
Formula: H3O4PSi
Source: the OMol25 dataset
Level of theory: ωB97M-V with the def2-TZVPD basis set

Values from the calculation:
E_tot = -933.64464 Eh
total charge = -2
orbital gap = 6.90 eV
LUMO level = 6.69 eV
highest occupied orbital energy = -0.0077 hartree

Atoms and positions in Å:
O: -2.22352 0.23737 -1.28040
P: -1.63032 -0.17395 0.02216
O: -2.18373 0.51765 1.22729
O: -1.44568 -1.65374 0.10811
Si: 0.61470 -0.14174 0.04599
O: 2.39089 1.16808 -0.01512
H: 1.43918 -1.21420 0.90493
H: 1.02088 -0.76847 -1.28671
H: 2.01761 2.02902 0.27373